No. 1
Molecular formula: C4H8OS
Method: DFT, the ωB97M-V functional and the def2-TZVPD basis

Output
HOMO-LUMO gap (spin up / spin down) = 6.710 / 7.314 eV
spin multiplicity = 1

Cartesian coordinates (Å):
C  -1.072  -0.950  -0.130
C  -0.296  0.066  -0.506
C  2.049  0.108  0.056
C  0.724  0.694  0.434
O  -3.782  0.387  -0.572
S  -3.007  0.016  0.619
H  -1.689  -1.387  -0.814
H  -0.747  -1.533  0.722
H  -0.533  0.571  -1.422
H  1.958  -1.046  0.265
H  2.936  0.471  0.638
H  2.329  0.288  -0.938
H  0.660  1.772  0.283
H  0.471  0.544  1.364

No. 2
Molecular formula: C4H8OS
Method: DFT, the ωB97M-V functional and the def2-TZVPD basis

Output
SMILES string = C1COCSC1
HOMO-LUMO gap = 9.544 eV
spin multiplicity = 1

Cartesian coordinates (Å):
C  0.958  0.787  -0.553
C  1.117  -0.633  0.055
O  0.008  -1.458  -0.463
C  -1.305  -1.144  0.067
S  -1.799  0.376  -0.344
C  -0.200  1.306  0.278
H  0.528  0.659  -1.627
H  1.733  1.636  -0.521
H  2.194  -1.154  -0.242
H  0.889  -0.648  1.195
H  -1.387  -1.211  1.188
H  -2.101  -1.883  -0.453
H  -0.238  0.914  1.441
H  -0.395  2.454  -0.020

No. 3
Molecular formula: C4H8OS
Method: DFT, the ωB97M-V functional and the def2-TZVPD basis

Output
HOMO-LUMO gap = 9.299 eV
spin multiplicity = 1

Cartesian coordinates (Å):
C  1.004  0.143  0.946
C  0.221  -1.129  0.455
C  -0.285  -0.611  -0.967
C  -1.388  0.472  -0.945
H  0.511  2.132  1.303
H  1.863  0.067  1.672
H  1.417  0.519  -0.176
H  1.097  -1.861  0.100
H  -0.601  -1.477  1.201
H  -0.732  -1.373  -1.622
H  -2.228  0.158  -1.533
H  -1.266  1.189  -0.217
O  0.131  1.024  1.693
S  0.257  0.748  -1.910

No. 4
Molecular formula: C4H8OS2
Method: DFT, the ωB97M-V functional and the def2-TZVPD basis

Output
HOMO-LUMO gap = 8.016 eV
spin multiplicity = 1

Cartesian coordinates (Å):
C  2.133  -1.042  -0.227
C  1.137  -0.185  0.343
C  -1.664  -0.458  0.045
C  -1.616  1.067  0.273
H  2.197  -1.328  -1.310
H  1.989  -1.952  0.392
H  3.155  -0.779  0.055
H  1.081  -0.043  1.506
H  0.815  0.644  -0.122
H  -1.231  1.128  1.343
H  -2.622  1.732  0.411
H  -1.416  2.322  -1.480
O  -0.691  1.586  -0.697
S  -0.181  -1.324  -0.376
S  -3.086  -1.368  -0.157